No. 1
DFT (ωB97M-V/def2-TZVPD) results for a structure of composition C45H63N3P2S5SbSiTi in a non-equilibrium geometry.

The calculation puts the orbital gap (spin up / spin down) at 4.749 / 5.672 eV. The HOMO energy (spin up / spin down) is -0.7 / -1.6 eV. Its expectation value of S² is 0.771.

```
! RIJCOSX wB97M-V def2-TZVPD def2/J DEFGRID3
* xyz -2 2
H -4.14 -3.66 1.20
C 1.40 -2.09 -4.02
H -0.30 -4.81 -3.45
H -3.59 -1.38 -4.34
H -4.38 -7.29 3.48
H 0.14 -1.95 -6.40
H 3.34 -2.16 4.45
H -5.39 -5.13 2.59
H 3.67 -1.26 -5.32
C -3.27 0.75 4.80
C 2.17 -1.34 -6.88
H 1.56 3.21 -5.03
C 1.27 -2.60 4.84
H -4.47 -4.78 -3.11
H 1.55 3.69 4.30
S 2.36 1.42 4.22
C -2.67 -4.55 -4.28
H -4.83 -6.19 1.31
S -4.08 3.26 -2.05
S -1.10 3.48 0.30
C -3.30 -4.08 4.10
Ti -0.48 1.12 0.16
H -5.48 -0.81 4.48
H 1.42 -2.86 5.88
H 2.95 -2.30 -0.19
C -0.01 -5.77 -1.57
H 3.01 -0.55 0.17
H 1.02 -3.14 -7.32
C -0.07 -3.35 -1.89
N 0.19 1.61 -1.77
H -2.73 -0.87 -2.90
H -4.27 -3.57 4.08
C 1.78 -0.67 -4.48
C -0.24 -2.29 2.96
H -0.83 -2.92 4.93
H -3.49 0.84 5.87
C -0.61 1.79 -2.85
H 1.70 -0.58 -7.51
C 0.23 -5.56 -0.22
C 1.51 1.37 2.64
Si 0.63 -1.41 0.30
H -2.95 -3.15 -1.93
C -0.01 -2.64 4.30
H -2.50 1.49 4.57
H -4.31 -5.67 5.17
H 2.96 -1.80 -7.49
C -4.53 1.05 3.97
C -4.49 -5.57 2.15
C 2.33 -2.22 4.04
H 2.97 -1.60 2.11
C -3.49 -5.56 4.45
H -2.73 -3.59 4.89
C -2.86 -0.96 3.03
H -5.21 1.71 4.53
C 1.19 2.77 -4.11
H 2.16 -0.10 -3.63
C 2.00 2.62 -3.03
C 2.19 2.00 -0.64
C 1.52 -3.08 -5.20
N 1.52 1.58 0.43
H -4.50 -2.41 -2.28
H 2.43 -1.11 -1.40
H -0.92 -3.91 -5.37
H -1.73 -4.58 2.76
C 1.48 2.06 -1.83
H 3.23 2.31 -0.55
P -0.18 -1.90 -3.02
S -2.58 0.32 -0.20
H -4.45 -0.71 1.61
H -6.19 -0.03 3.08
H 2.57 -3.40 -5.28
H -1.64 1.51 -2.72
C -3.55 -4.47 1.63
H -4.69 -2.11 2.65
H -2.93 -4.85 0.82
H -1.36 -1.40 -4.92
H 0.88 -0.13 -4.81
C -2.62 -3.93 2.74
H -4.26 1.60 3.06
N 2.25 1.55 1.61
H -0.09 -6.76 -1.99
C -3.61 -2.82 -2.75
H 3.12 0.32 -5.86
C -3.79 -6.42 3.20
H 0.95 -3.99 -5.02
H 3.13 3.59 3.49
C -1.85 -3.48 -5.00
H -2.59 -5.94 4.95
C 2.12 -1.90 2.71
C -2.91 -1.72 -3.54
H -2.08 -5.02 -3.48
C 0.34 -4.28 0.27
H 2.10 -2.41 -3.24
H -2.47 -0.09 2.49
P -1.91 -2.30 2.17
C 2.78 -0.70 -5.63
H 0.34 -6.41 0.45
Sb -3.40 2.71 0.09
S -0.20 1.20 2.65
C -1.60 -2.19 -4.19
H -3.21 -1.40 5.12
C -0.17 2.35 -4.02
H 3.02 3.46 5.26
H -0.87 2.50 -4.83
C -5.24 -0.24 3.57
C 2.44 -1.34 -0.33
C -3.94 -3.99 -3.66
H -1.65 -0.66 4.80
H -2.91 -5.34 -5.00
H -2.41 -3.17 -5.89
H 0.57 -4.16 1.32
C 1.13 -2.41 -6.51
H -4.62 -3.64 -4.45
C -4.35 -1.07 2.64
C -2.70 -0.65 4.52
C 0.19 -3.13 -0.52
C -0.14 -4.66 -2.39
H -2.85 -6.80 2.78
C 0.85 -1.94 2.13
H 3.03 2.95 -3.04
C 2.53 3.22 4.32
*
```

No. 2
DFT (ωB97M-V/def2-TZVPD) results for an isolated molecule of C16H22N2O5S.

The calculation puts the orbital gap at 8.987 eV. The HOMO energy is -8.3 eV. Its SMILES is CCOC(=O)c1c(C)[nH]c(C)c1S(=O)(=O)NCCCc1ccco1.

```
! RIJCOSX wB97M-V def2-TZVPD def2/J DEFGRID3
* xyz 0 1
H 5.14 -2.20 -0.09
C -6.35 -0.94 0.29
H -2.29 -0.26 -1.08
H 0.91 -3.65 -0.72
C 3.43 3.26 0.46
C 2.39 -1.73 0.03
H -6.23 -0.37 2.44
H 6.05 -1.03 -1.06
C -1.18 1.58 -1.23
C 3.06 -0.43 0.11
O 0.18 0.21 1.43
H 0.56 -3.35 1.67
H -1.03 -3.73 0.99
H 5.55 1.55 0.15
C 3.46 1.79 0.31
C 0.32 -2.78 -0.39
N 4.64 1.11 0.16
H -3.87 1.52 -1.85
H 2.41 3.57 0.68
H 0.21 0.06 -1.29
C -5.57 -0.40 -0.77
N 0.15 1.03 -1.03
C -3.67 1.38 -0.79
H -5.62 -0.67 -1.80
H -7.11 -1.68 0.22
C 5.54 -1.19 -0.11
H 4.08 3.58 1.28
C -5.93 -0.30 1.42
C -0.23 -3.00 1.01
O 0.56 2.57 0.90
C 4.43 -0.22 0.06
H -0.48 -2.59 -1.11
C -4.74 0.52 -0.20
C -2.29 0.73 -0.61
O 2.91 -2.78 0.30
C 2.46 0.86 0.28
H -1.16 2.57 -0.76
S 0.74 1.19 0.53
O 1.14 -1.61 -0.44
H -1.34 1.70 -2.31
H -2.07 0.60 0.45
H 6.26 -1.09 0.69
H -0.60 -2.05 1.39
H 3.76 3.75 -0.45
O -4.95 0.58 1.13
H -3.67 2.35 -0.29
*
```

No. 3
DFT (ωB97M-V/def2-TZVPD) results for a structure of composition C38H47BF12N5O5ReSSi in a non-equilibrium geometry.

The calculation puts the orbital gap at 4.030 eV. The HOMO energy is -12.4 eV.

```
! RIJCOSX wB97M-V def2-TZVPD def2/J DEFGRID3
* xyz 2 1
H -0.79 6.91 -0.91
F -0.36 -1.97 3.44
H 1.88 3.29 2.77
C 0.15 -3.22 -1.08
H 3.95 6.33 2.28
H 3.76 6.37 -1.46
O 1.37 5.21 -1.42
C 2.95 0.71 -5.30
H -0.14 -8.02 -0.96
H 2.40 3.09 -2.65
N 1.97 0.01 0.51
Si 1.45 4.98 0.13
H -1.50 -7.54 0.08
C 0.84 -1.07 -2.03
F -2.81 -3.53 2.15
H 0.80 6.27 -3.73
C -0.45 -3.61 0.14
C -0.21 -5.95 -0.47
C 3.08 3.94 -2.58
N 0.10 -1.95 -1.52
C 4.52 5.43 2.09
H 2.61 1.01 -1.19
H -0.04 8.90 1.44
F -1.76 1.99 -4.13
F -2.47 2.42 -2.13
C -0.11 -2.89 2.51
N 1.25 0.34 3.45
H 3.46 0.53 3.39
F -2.72 -1.38 1.99
C -0.79 1.08 3.42
H 3.12 3.80 3.93
H 3.74 3.93 -3.44
H 0.52 1.28 -4.48
C 0.45 -5.55 -1.63
H 3.89 6.51 -3.22
H 5.03 3.09 0.76
O 2.86 4.49 0.64
C 2.28 5.24 -2.55
F -3.02 -2.58 0.23
F -2.39 -1.63 -2.37
H -0.54 6.44 3.34
N 2.78 -0.29 1.50
C -0.64 -4.95 0.41
H 2.02 5.42 -4.68
C 4.37 2.96 1.62
C 1.40 5.37 -3.79
S 0.35 2.63 0.31
C 0.96 0.57 -3.80
C 2.99 -0.56 -3.14
H -1.73 1.40 2.99
C 2.34 -1.03 -1.88
H 5.14 5.58 1.22
H -1.94 7.83 0.07
F -3.45 0.12 -2.99
H -1.80 7.51 2.72
H 3.67 2.16 1.41
B 2.60 -0.20 3.00
H 0.82 -6.31 -2.31
H 2.06 5.00 3.18
C 0.63 -4.23 -1.94
O -1.23 0.41 -1.01
C -1.22 6.61 2.51
H 4.97 2.71 2.49
H 0.11 -7.66 0.76
F -1.95 -0.74 -4.28
C -2.39 -2.53 1.39
C -1.16 0.44 -2.37
F 1.22 -2.83 2.25
C -2.26 -0.47 -3.01
C 4.04 -0.55 1.03
C 2.60 4.07 3.02
H -1.90 5.77 2.43
C 4.10 -0.31 -0.29
H -1.02 1.23 5.61
C -0.42 1.00 4.75
C -1.37 6.90 0.01
H 4.81 -0.87 1.71
O -0.46 -1.29 0.87
H 1.55 0.30 5.53
C -0.45 6.79 1.21
H 5.17 5.24 2.95
H 3.68 3.85 -1.68
F -0.34 -4.08 3.04
C 0.88 0.52 4.72
H 0.74 4.51 -3.87
H 2.84 1.79 -5.34
H -1.15 -5.25 1.32
H 2.70 -2.02 -1.58
C 2.73 0.02 -0.73
H -2.07 6.07 -0.02
C -1.47 1.90 -2.83
F -0.40 2.70 -2.62
C -0.84 -2.56 1.18
C 2.34 0.19 -4.05
Re -0.05 0.52 0.60
C 3.59 4.24 1.87
H 2.80 -1.28 3.46
H 1.08 8.05 0.35
O 0.37 5.59 1.08
H 1.09 -3.93 -2.87
C 3.19 6.45 -2.39
H 4.03 -0.82 -3.29
C 0.24 0.02 -2.80
H 4.95 -0.39 -0.95
H 2.60 7.36 -2.36
C -0.44 -7.38 -0.14
C 0.51 7.97 1.28
H 4.00 0.45 -5.37
H 1.21 7.84 2.11
N 0.23 0.69 2.65
H 2.43 0.30 -6.16
*
```

Q: Which energy above the lowest of the compared OMol25 structures with the same formula, charge and spin values were calculated for the entries above? A: 17.0 32.4 46.4, in kcal/mol.